DFT (ωB97M-V/def2-TZVPD) results for an isolated molecule of C3H8N2S2 at a distorted geometry.

Properties
- net charge = 0
- SMILES string = C/N=C(/CS)NS
- energy relative to the best compared isomer or geometry (same formula, charge and spin) (eV) = 2.9872
- LUMO level (eV) = 0.43
- E_HOMO (eV) = -9.04
- orbital gap (hartree) = 0.34819

Geometry (Å):
C  -2.22814  -0.64366  -0.29637
N  -0.88521  -1.04684  0.11860
C  0.07697  -0.18674  0.18401
C  1.36031  -0.45423  0.79645
S  2.89654  -0.85716  -0.34531
N  -0.00567  1.09188  -0.33864
S  0.99451  2.41799  0.04530
H  -2.61551  0.14585  0.39203
H  -2.23274  -0.08057  -1.21916
H  -2.94330  -1.50985  -0.23853
H  1.70128  0.31500  1.60810
H  1.43216  -1.40784  1.40472
H  1.88112  -1.68815  -0.84264
H  -1.13374  1.57759  -0.14742
H  1.70142  2.32673  -1.12111

Now the natural (NBO) charges, all in e:
1 C -0.45
2 N -0.45
3 C 0.35
4 C -0.54
5 S -0.09
6 N -0.78
7 S 0.18
8 H 0.18
9 H 0.20
10 H 0.22
11 H 0.25
12 H 0.26
13 H 0.15
14 H 0.40
15 H 0.12